Entry 1:
This record from the Open Molecules 2025 dataset describes C16H25N6O6S3Y as an isolated structure. The level of theory is ωB97M-V/def2-TZVPD.

```
! wB97M-V def2-TZVPD RIJCOSX def2/J DEFGRID3
* xyz 0 1
Y 0.613 -0.059 -1.489
C 4.088 -1.414 1.614
C 2.922 -0.801 0.910
N 2.593 -1.044 -0.301
N 3.397 -1.946 -1.010
C 3.534 -1.662 -2.352
N 4.025 -2.673 -3.085
S 3.221 -0.154 -2.977
C 2.054 0.195 1.599
C 2.172 0.483 2.946
C 1.346 1.462 3.486
C 0.457 2.122 2.664
C 0.397 1.765 1.320
N 1.166 0.812 0.811
H 4.839 -1.716 0.887
H 3.778 -2.299 2.175
H 4.525 -0.708 2.316
H 3.181 -2.909 -0.784
H 3.998 -3.622 -2.752
H 4.044 -2.530 -4.080
H 2.887 -0.037 3.568
H 1.411 1.706 4.539
H -0.199 2.899 3.031
H -0.284 2.242 0.626
O -0.590 3.544 -2.922
S -0.102 2.294 -2.429
O 0.123 1.217 -3.448
O -1.045 1.617 -1.430
O 1.183 2.332 -1.659
C -3.022 -0.259 -0.211
C -2.049 -1.141 0.480
N -0.745 -1.221 0.287
C -0.277 -2.166 1.179
C -1.303 -2.670 1.906
N -2.418 -2.000 1.459
H -2.720 -0.101 -1.242
H -3.065 0.713 0.283
H -4.018 -0.704 -0.178
H 0.761 -2.446 1.216
H -1.344 -3.423 2.673
H -3.360 -2.113 1.790
C -0.791 -3.512 -3.523
C -0.337 -2.324 -2.718
O -1.105 -1.353 -2.537
O 0.850 -2.312 -2.249
H -1.875 -3.588 -3.507
H -0.330 -4.424 -3.151
H -0.473 -3.364 -4.556
C -4.038 4.492 2.445
S -2.916 3.290 1.711
C -3.073 3.763 -0.023
H -3.695 5.507 2.249
H -4.053 4.325 3.520
H -5.047 4.367 2.053
H -4.108 3.657 -0.348
H -2.437 3.103 -0.612
H -2.742 4.790 -0.169
*
```

Output
gap between HOMO and LUMO	7.59	eV
ΔE to the lowest compared entry with this formula, charge and spin	3.8	kcal/mol
maximum force	0.40	eV Å⁻¹

=====

Entry 2:
This record from the Open Molecules 2025 dataset describes a single C16H25NO molecule. The level of theory is ωB97M-V/def2-TZVPD.

```
! wB97M-V def2-TZVPD RIJCOSX def2/J DEFGRID3
* xyz 0 1
C 4.185 2.634 -0.804
H 4.705 3.512 -0.423
O 3.950 1.815 0.315
C 3.303 0.629 0.128
C 2.849 0.149 -1.093
C 2.196 -1.073 -1.154
C 1.981 -1.838 -0.019
C 2.450 -1.351 1.198
C 3.102 -0.140 1.276
H 3.466 0.240 2.217
H 2.300 -1.933 2.096
C 1.195 -3.116 -0.074
H 1.649 -3.864 0.579
H 1.180 -3.509 -1.092
C -0.251 -2.879 0.388
N -0.983 -1.988 -0.502
H -0.354 -1.590 -1.190
C -1.731 -0.910 0.130
C -0.818 0.214 0.642
C -1.539 1.414 1.251
C -2.222 2.294 0.203
C -3.658 1.887 -0.140
H -3.919 2.351 -1.095
C -3.907 0.378 -0.229
H -4.828 0.228 -0.797
C -2.778 -0.421 -0.879
H -3.194 -1.313 -1.350
H -2.296 0.167 -1.660
H -4.085 -0.023 0.771
H -4.336 2.297 0.612
H -2.247 3.327 0.560
H -1.613 2.288 -0.702
H -0.791 2.016 1.774
H -2.265 1.080 1.994
H -0.142 -0.207 1.392
H -0.192 0.559 -0.187
H -2.264 -1.354 0.980
H -0.779 -3.842 0.410
H -0.234 -2.488 1.413
H 1.859 -1.434 -2.117
H 2.993 0.711 -2.002
H 3.248 2.948 -1.277
H 4.816 2.134 -1.545
*
```

Output
structure (SMILES)	COc1ccc(CCNC2CCCCCC2)cc1
gap between HOMO and LUMO	9.17	eV
ΔE to the lowest compared entry with this formula, charge and spin	32.3	kcal/mol
maximum force	0.51	eV Å⁻¹

=====

Entry 3:
This record from the Open Molecules 2025 dataset describes C16H25NO as an isolated structure. The level of theory is ωB97M-V/def2-TZVPD.

```
! wB97M-V def2-TZVPD RIJCOSX def2/J DEFGRID3
* xyz 0 1
C -1.034 -1.198 1.846
C -0.920 0.012 0.879
C 0.218 0.917 0.867
C 0.205 1.928 0.075
C -0.911 2.121 -0.855
C -2.118 1.417 -0.658
C -2.246 0.229 0.235
C -3.436 -0.461 -0.116
H -3.372 -1.302 0.596
C -3.580 -1.092 -1.412
H -4.551 -1.495 -1.408
H -3.869 -0.150 -2.226
H -2.727 -1.807 -1.820
C -4.613 0.420 0.483
H -5.532 -0.314 0.336
H -4.888 1.128 -0.107
H -4.442 0.575 1.496
H -2.926 1.733 -1.265
H -0.771 3.293 -1.377
O 1.179 2.872 0.176
C 2.426 2.423 0.448
C 3.047 1.527 -0.251
N 2.640 0.210 -0.186
C 2.300 -0.607 -1.271
C 1.944 -1.840 -1.123
H 0.994 -1.929 -0.561
H 2.051 -2.999 -1.610
C 2.915 -2.033 0.295
H 3.624 -2.900 0.198
H 2.378 -2.652 1.248
C 3.416 -0.671 0.576
H 4.457 -0.745 0.290
H 3.287 -0.453 1.691
H 3.228 -0.889 -2.118
H 1.532 -0.239 -2.005
H 4.295 1.674 -0.188
H 3.007 1.774 -1.602
H 3.050 3.375 0.842
H 2.392 2.059 1.567
H 0.766 0.668 1.622
H -1.154 -2.181 1.334
H -2.023 -1.065 2.739
H -0.238 -1.333 2.321
*
```

Output
gap between HOMO and LUMO	8.68	eV
ΔE to the lowest compared entry with this formula, charge and spin	346.1	kcal/mol
maximum force	16.04	eV Å⁻¹

=====

Entry 4:
This record from the Open Molecules 2025 dataset describes a single C16H25NO3 molecule. The level of theory is ωB97M-V/def2-TZVPD.

```
! wB97M-V def2-TZVPD RIJCOSX def2/J DEFGRID3
* xyz 0 1
C -5.155 -1.374 -0.533
C -5.576 -0.695 0.765
C -5.149 0.770 0.860
C -3.627 0.970 0.850
C -3.088 1.380 -0.520
C -1.561 1.419 -0.537
C -0.950 0.033 -0.555
O -1.634 -0.962 -0.711
C 0.499 -0.073 -0.379
C 1.128 -1.318 -0.239
N 2.441 -1.107 -0.089
C 2.715 0.241 -0.133
C 1.518 0.919 -0.313
C 1.416 2.398 -0.426
H 0.857 2.817 0.409
H 2.415 2.824 -0.419
H 0.914 2.685 -1.348
C 4.074 0.730 -0.009
O 4.430 1.886 -0.037
O 4.943 -0.297 0.148
C 6.316 0.066 0.279
C 7.130 -1.199 0.479
H 7.009 -1.863 -0.372
H 8.181 -0.942 0.581
H 6.804 -1.718 1.377
H 6.421 0.748 1.131
H 6.628 0.603 -0.624
H 3.152 -1.811 0.037
C 0.543 -2.678 -0.238
H -0.289 -2.728 0.462
H 0.135 -2.910 -1.221
H 1.293 -3.420 0.027
H -1.212 1.941 -1.432
H -1.188 1.961 0.333
H -3.476 2.368 -0.779
H -3.426 0.673 -1.276
H -3.354 1.743 1.573
H -3.141 0.044 1.162
H -5.559 1.178 1.787
H -5.594 1.330 0.034
H -6.665 -0.743 0.856
H -5.153 -1.243 1.610
H -4.073 -1.421 -0.614
H -5.542 -2.391 -0.565
H -5.550 -0.833 -1.391
*
```

Output
structure (SMILES)	CCCCCCC(=O)c1c(C)[nH]c(C(=O)OCC)c1C
gap between HOMO and LUMO	9.18	eV
ΔE to the lowest compared entry with this formula, charge and spin	8.5	kcal/mol
maximum force	0.64	eV Å⁻¹

=====

Entry 5:
This record from the Open Molecules 2025 dataset describes a single C16H25NO4 molecule. The level of theory is ωB97M-V/def2-TZVPD.

```
! wB97M-V def2-TZVPD RIJCOSX def2/J DEFGRID3
* xyz 0 1
C 0.140 -1.224 -5.227
C -0.789 -1.857 -4.420
C -0.924 -1.518 -3.089
C -0.123 -0.526 -2.502
C 0.815 0.102 -3.336
C 0.936 -0.240 -4.668
H 1.671 0.270 -5.275
H 1.466 0.871 -2.952
N -0.287 -0.160 -1.182
C 0.696 0.674 -0.530
H 0.294 0.996 0.432
H 0.885 1.564 -1.136
C 2.029 -0.048 -0.260
O 1.874 -0.942 0.830
C 2.885 -0.922 1.799
C 2.953 0.397 2.610
O 1.712 1.027 2.789
C 0.772 0.290 3.539
C -0.540 1.066 3.545
H -1.218 0.640 4.300
O -1.107 0.965 2.263
C -2.356 1.598 2.130
H -2.262 2.677 2.330
C -2.867 1.383 0.705
O -3.273 0.045 0.511
C -2.650 -0.644 -0.552
C -1.149 -0.943 -0.322
H -0.954 -2.013 -0.454
H -0.915 -0.693 0.712
H -2.771 -0.081 -1.487
H -3.221 -1.573 -0.625
H -2.083 1.662 -0.003
H -3.738 2.035 0.548
H -3.077 1.169 2.842
H -0.346 2.119 3.795
H 0.593 -0.690 3.083
H 1.132 0.153 4.570
H 3.429 0.181 3.580
H 3.560 1.139 2.086
H 2.648 -1.759 2.462
H 3.875 -1.106 1.354
H 2.330 -0.626 -1.145
H 2.801 0.696 -0.047
H -1.666 -2.036 -2.505
H -1.423 -2.630 -4.831
H 0.242 -1.492 -6.268
*
```

Output
structure (SMILES)	c1ccc(N2CCOCCOCCOCCOCC2)cc1
gap between HOMO and LUMO	8.25	eV
ΔE to the lowest compared entry with this formula, charge and spin	84.5	kcal/mol
maximum force	0.58	eV Å⁻¹

=====

Entry 6:
This record from the Open Molecules 2025 dataset describes C16H26AsBaI2N4O as an isolated structure. The level of theory is ωB97M-V/def2-TZVPD.

```
! wB97M-V def2-TZVPD RIJCOSX def2/J DEFGRID3
* xyz 1 1
Ba -0.287 0.546 1.524
N 0.784 3.176 0.904
C 2.217 3.390 1.168
C 3.031 2.152 0.834
N 2.667 0.967 1.630
C 3.178 1.003 3.013
C 2.138 1.364 4.063
N 1.089 0.332 4.165
H 0.625 3.129 -0.100
H 0.252 3.980 1.222
H 2.337 3.649 2.221
H 2.627 4.226 0.595
H 4.093 2.399 0.952
H 2.880 1.904 -0.220
H 3.083 0.166 1.169
H 4.011 1.708 3.098
H 3.583 0.017 3.258
H 1.654 2.310 3.808
H 2.659 1.520 5.012
H 0.493 0.534 4.962
H 1.519 -0.565 4.372
I -5.586 0.061 0.154
C -4.052 0.234 -1.233
C -4.340 0.102 -2.603
C -3.355 0.180 -3.547
I -3.877 -0.034 -5.555
C -2.011 0.394 -3.147
C -0.921 0.474 -4.040
C 0.347 0.661 -3.565
C 0.530 0.772 -2.180
N -0.451 0.715 -1.307
C -1.725 0.527 -1.764
C -2.766 0.454 -0.762
O -2.463 0.566 0.492
H -5.365 -0.067 -2.903
H -1.102 0.382 -5.103
H 1.196 0.721 -4.230
H 1.533 0.908 -1.782
C 0.182 -4.386 0.726
As -0.506 -2.659 0.133
C -0.089 -2.793 -1.768
C -2.407 -3.078 0.058
H -0.214 -5.185 0.100
H -0.114 -4.563 1.759
H 1.269 -4.392 0.668
H -0.416 -3.760 -2.151
H 0.983 -2.688 -1.926
H -0.606 -2.002 -2.309
H -2.564 -3.997 -0.506
H -2.940 -2.257 -0.422
H -2.801 -3.201 1.066
*
```

Output
gap between HOMO and LUMO	6.94	eV
ΔE to the lowest compared entry with this formula, charge and spin	0.0	kcal/mol
maximum force	0.09	eV Å⁻¹

=====

Entry 7:
This record from the Open Molecules 2025 dataset describes C16H26CaN2S4 as an isolated structure. The level of theory is ωB97M-V/def2-TZVPD.

```
! wB97M-V def2-TZVPD RIJCOSX def2/J DEFGRID3
* xyz 0 1
Ca 0.536 -0.552 0.271
C -3.102 0.154 2.094
C -1.639 0.347 2.387
C -0.973 1.508 1.979
C 0.391 1.663 2.196
C 1.142 2.894 1.754
C 1.092 0.633 2.837
C 0.448 -0.512 3.298
C 1.228 -1.597 3.973
C -0.920 -0.638 3.049
H -3.245 -0.564 1.282
H -3.579 1.093 1.810
H -3.626 -0.244 2.962
H -1.535 2.309 1.509
H 1.745 3.290 2.571
H 0.462 3.682 1.427
H 1.829 2.677 0.932
H 2.167 0.717 2.960
H 1.623 -2.273 3.211
H 0.594 -2.184 4.637
H 2.057 -1.184 4.545
H -1.424 -1.545 3.362
C -1.493 0.129 -2.533
C -1.236 -1.368 -2.431
N 0.102 -1.665 -1.939
C 1.197 -1.633 -2.906
C 1.709 -0.241 -3.279
S 1.931 0.954 -1.910
C 0.693 2.226 -2.307
C -0.615 2.186 -1.508
N -1.127 0.831 -1.288
H -2.540 0.311 -2.798
H -0.899 0.549 -3.342
H -1.437 -1.832 -3.406
H -1.941 -1.806 -1.718
H 0.089 -2.604 -1.541
H 0.921 -2.137 -3.842
H 2.008 -2.208 -2.458
H 1.072 0.253 -4.012
H 2.689 -0.352 -3.741
H 0.507 2.174 -3.379
H 1.173 3.190 -2.135
H -1.341 2.828 -2.027
H -0.451 2.631 -0.526
H -1.945 0.892 -0.691
S 1.662 -4.552 -0.896
C 1.440 -3.293 0.170
S -0.122 -3.046 0.959
S 2.683 -2.092 0.436
*
```

Output
gap between HOMO and LUMO	6.37	eV
ΔE to the lowest compared entry with this formula, charge and spin	3.9	kcal/mol
maximum force	0.40	eV Å⁻¹

=====

Entry 8:
This record from the Open Molecules 2025 dataset describes C16H26CaN4O9 as an isolated structure. The level of theory is ωB97M-V/def2-TZVPD.

```
! wB97M-V def2-TZVPD RIJCOSX def2/J DEFGRID3
* xyz -2 1
Ca -0.329 0.340 0.550
N 3.292 -1.618 0.830
C 3.353 -2.812 -0.001
C 2.061 -3.176 -0.746
N 1.510 -2.086 -1.522
C 2.453 -1.431 -2.414
C 2.660 0.081 -2.089
N 1.589 0.613 -1.256
C 0.254 -2.429 -2.177
C -0.988 -2.439 -1.286
N -1.327 -1.077 -0.897
H 2.950 -0.850 0.255
H 2.530 -1.751 1.491
H 3.615 -3.665 0.634
H 4.177 -2.694 -0.713
H 1.313 -3.463 -0.005
H 2.275 -4.064 -1.382
H 2.104 -1.520 -3.447
H 3.423 -1.935 -2.375
H 2.730 0.609 -3.050
H 3.618 0.222 -1.575
H 0.704 0.586 -1.795
H 1.747 1.604 -1.097
H 0.346 -3.411 -2.684
H 0.058 -1.667 -2.934
H -0.838 -3.042 -0.386
H -1.781 -2.917 -1.881
H -2.240 -1.032 -0.453
H -1.333 -0.447 -1.716
O -3.260 0.433 3.515
C -2.257 0.554 2.803
O -2.141 0.240 1.580
C -1.005 1.194 3.479
C -0.290 2.265 2.619
C 0.499 3.192 3.556
C 1.621 2.229 4.032
C 1.346 0.982 3.161
O 0.783 1.556 1.980
C 0.165 0.190 3.748
C 0.011 -1.192 3.039
O -0.306 -2.153 3.746
O 0.304 -1.218 1.801
H -1.361 1.627 4.412
H -0.907 2.750 1.865
H 0.910 4.030 2.993
H -0.110 3.584 4.370
H 2.613 2.637 3.834
H 1.555 1.995 5.095
H 2.224 0.388 2.915
H 0.283 -0.018 4.809
O -1.814 2.647 -3.842
C -1.266 2.023 -2.933
O -0.739 0.863 -3.038
C -1.180 2.702 -1.503
O -1.511 3.880 -1.397
O -0.754 1.977 -0.525
*
```

Output
gap between HOMO and LUMO	6.96	eV
ΔE to the lowest compared entry with this formula, charge and spin	36.8	kcal/mol
maximum force	3.07	eV Å⁻¹